8 unconnected molecules or ions with the total composition C32H88N8O8 at a distorted geometry. Source: the OMol25 dataset; level of theory: ωB97M-V/def2-TZVPD.

Summary:
ΔE to the lowest compared entry with this formula, charge and spin = 58.2 kcal/mol
Multiplicity = 1
SMILES = COC[C@H](C)N.COC[C@H](C)N.COC[C@H](C)N.COC[C@H](C)N.COC[C@H](C)N.COC[C@H](C)N.COC[C@H](C)N.COC[C@H](C)N

```
136
Properties=species:S:1:pos:R:3:mulliken_charge:R:1
O 10.4452 19.3851 9.5748 0.2681
O 16.4637 19.6688 12.1149 -0.4313
O 17.8088 13.6256 13.5208 -0.3477
O 9.8085 13.0178 14.4516 0.0533
O 13.1599 20.2204 13.5047 0.2624
O 9.7062 16.4960 12.3120 -0.1221
O 9.5805 16.6254 7.1274 -0.4432
O 12.0511 9.4629 11.9731 -0.4265
N 11.5783 18.5178 16.3697 -0.7722
N 8.1389 11.4901 12.4774 -0.6805
N 13.0137 16.2385 14.0009 -0.6148
N 14.2331 13.1927 13.2228 -0.1246
N 12.1683 12.7651 10.4439 0.3319
N 9.4707 14.0128 9.6732 0.0281
N 7.7058 21.2580 8.3753 -0.7206
N 17.3562 17.7510 15.1457 -0.5932
C 10.9605 17.0435 7.1688 -0.1783
C 9.2336 17.8415 12.4876 -0.4461
C 10.3986 13.0875 15.7348 -0.8905
C 18.5162 17.7548 12.9230 -1.3045
C 8.3626 20.3411 9.2802 0.6994
C 13.3893 21.5818 13.3439 -1.0366
C 12.4642 16.2905 11.4812 -0.1090
C 12.7079 10.6966 9.2954 -1.7805
C 6.5517 13.3592 12.6197 -1.2934
C 18.5518 13.8933 14.6673 -0.6751
C 15.5874 13.3304 12.6537 0.3968
C 11.9629 11.2999 10.4614 0.6150
C 17.5705 18.5023 13.8594 0.1026
C 16.4891 13.8788 13.7885 -0.2499
C 11.5606 19.3308 15.1447 2.5576
C 8.3575 13.0809 14.3607 -1.4404
C 12.4644 10.7970 11.8001 -0.1065
C 15.6603 14.4656 11.5739 -1.4494
C 9.6128 14.5794 8.3403 1.1403
C 8.8393 13.7141 7.3745 -1.8612
C 16.2254 18.7841 13.2271 0.9628
C 7.9600 12.9042 12.9217 2.3957
C 15.8024 19.2409 10.9746 -0.5024
C 10.6818 16.0753 13.2734 -1.0338
C 11.8059 19.6903 9.7322 -0.4525
C 12.3454 8.9880 13.2871 -0.6263
C 9.7916 20.2697 8.7334 -1.2739
C 12.0452 16.5638 12.9368 4.0470
C 10.5851 20.5151 15.2184 -1.6201
C 9.2806 16.0052 8.3679 -0.6433
C 7.6746 18.9791 9.2295 -0.7091
C 13.0253 19.6990 14.8343 -1.1776
H 8.7317 13.5409 12.3110 -1.0766
H 7.7943 18.5312 8.2384 0.3284
H 13.2057 15.2350 13.9072 0.0435
H 16.8808 18.3399 15.8464 0.2767
H 11.3410 13.2376 10.8541 -0.6086
H 10.3818 16.2939 14.3096 0.0486
H 16.8669 16.8635 15.0228 0.1596
H 8.4608 20.7824 10.2706 0.2245
H 12.4594 9.6760 9.1311 0.4149
H 11.7174 8.0541 13.4228 0.2742
H 16.0949 19.8448 10.0890 0.3277
H 11.0529 17.8220 7.9300 -0.2361
H 7.8111 13.5819 7.6455 0.4417
H 8.5075 13.7484 9.8639 0.1516
H 18.4439 14.9321 15.0365 0.2382
H 10.7996 21.1527 14.3411 0.2676
H 10.6815 14.4880 8.0548 0.0293
H 10.2122 21.2517 8.8235 0.6101
H 9.2873 12.6877 7.3901 0.3452
H 11.8873 16.7640 10.6975 -0.3377
H 19.5983 13.8089 14.2564 0.2492
H 15.3096 15.4001 12.0261 0.2145
H 14.3606 21.8550 13.7604 0.2908
H 12.0484 9.6729 14.0754 0.1873
H 12.3515 13.0841 9.4970 0.1581
H 9.7196 16.5648 9.2174 -0.0413
H 16.2836 14.9652 13.9507 -0.2911
H 6.2979 13.7296 11.5789 0.2398
H 8.7856 14.1142 6.3622 0.3885
H 15.8584 17.8657 12.7449 -0.6099
H 8.0631 14.0737 14.6757 0.4345
H 11.6275 16.2219 7.4441 0.2209
H 6.2765 14.0634 13.3835 0.4009
H 10.0344 12.3416 16.4463 0.3005
H 11.9434 20.8248 9.8852 0.3841
H 9.0025 11.1411 12.8471 0.1692
H 12.0348 11.4010 12.6026 0.1380
H 13.5373 20.2638 15.6226 0.6304
H 12.2458 19.0939 10.4633 -0.3591
H 12.6937 22.2480 13.8650 0.3828
H 16.1872 13.3678 14.7020 0.5191
H 18.1398 16.7791 12.6997 0.1453
H 16.0506 18.1779 10.7833 0.2800
H 13.4293 16.7944 11.3003 -0.0816
H 5.8689 12.4718 12.6871 0.3806
H 9.8548 19.9659 7.6541 0.2205
H 10.8013 17.8990 16.4804 0.3040
H 13.5460 18.7884 14.8293 -0.1836
H 13.9350 16.5760 13.7667 0.1380
H 13.5669 10.8535 11.8247 0.1864
H 10.1991 14.0448 16.2204 0.2969
H 6.7554 21.5639 8.6423 0.2507
H 8.8128 18.0195 13.5271 0.3147
H 18.3128 13.2253 15.4978 0.3287
H 10.6148 21.0994 16.1159 0.3975
H 13.6289 13.1632 12.4101 -0.3615
H 8.2116 22.1667 8.2686 0.2327
H 13.8165 10.7359 9.4854 0.3009
H 14.6592 19.3027 11.0901 0.0750
H 12.4011 17.9081 16.3059 0.3157
H 15.5646 19.1875 13.9182 -0.0122
H 8.2122 16.1602 8.4890 0.3604
H 10.8611 11.1539 10.3605 0.0912
H 11.4740 12.9862 15.5912 0.1994
H 13.2669 21.8752 12.2948 0.1923
H 9.7370 14.7456 10.3747 -0.2449
H 8.3026 18.2752 9.8215 -0.3810
H 13.4250 8.8128 13.3886 0.2898
H 16.0491 12.3867 12.3733 0.3927
H 7.7665 12.4083 15.0363 0.3668
H 12.5436 11.1886 8.3738 0.5314
H 12.0473 17.6734 12.9389 -1.7974
H 11.2261 17.3456 6.1700 0.3212
H 19.4515 17.7189 13.3953 0.4452
H 8.4586 18.0520 11.7594 0.2497
H 7.3784 10.9298 12.8655 0.3138
H 10.0088 18.6083 12.3199 -0.0367
H 14.1721 12.2734 13.6412 0.3725
H 9.5714 20.0940 15.1094 0.3520
H 18.6064 18.3429 11.9988 0.3408
H 10.5663 14.9832 13.1991 -0.1190
H 16.6891 14.6142 11.3062 0.5143
H 12.4192 19.4771 8.8291 0.3445
H 6.5995 18.9507 9.5466 0.4390
H 12.6813 15.2866 11.1843 -0.2148
H 15.0728 14.2965 10.6558 0.2753
H 17.9785 19.5150 14.0669 0.3437
H 11.2114 18.6973 14.2886 -1.1249
```